# 1
{"formula": "C18H14F5N5O2", "method": "ωB97M-V with the def2-TZVPD basis set", "smiles": "O=C(NC1(c2ncc(C(F)(F)F)cc2F)CCOCC1)c1cnn2cc(F)cnc12", "gap_ha": 0.3081, "de_lowest_ev": 0.000, "elements": ["O", "C", "N", "C", "C", "N", "C", "C", "C", "F", "F", "F", "C", "C", "F", "C", "C", "O", "C", "C", "C", "C", "N", "N", "C", "C", "F", "C", "N", "C", "H", "H", "H", "H", "H", "H", "H", "H", "H", "H", "H", "H", "H", "H"], "xyz": [[1.54778, -0.59871, 2.15071], [1.06442, -0.80254, 1.05703], [0.12966, 0.02511, 0.48190], [-0.46754, 1.20302, 1.03123], [0.56272, 2.17980, 1.62656], [0.37666, 2.62483, 2.87755], [1.22413, 3.47121, 3.44946], [2.34436, 3.94381, 2.78530], [3.24679, 4.91756, 3.49281], [4.35910, 5.10701, 2.78539], [2.63571, 6.07667, 3.74669], [3.59654, 4.36008, 4.69016], [2.55884, 3.53533, 1.46869], [1.68574, 2.61000, 0.87789], [1.90618, 2.29110, -0.41266], [-1.24679, 1.97474, -0.05914], [-2.46270, 1.16862, -0.59995], [-3.34375, 0.76253, 0.46182], [-2.69426, 0.01468, 1.49200], [-1.50748, 0.73912, 2.14038], [1.59201, -1.85991, 0.25592], [2.48851, -2.91070, 0.67531], [2.71339, -3.69314, -0.31071], [1.94899, -3.26748, -1.36495], [1.84728, -3.83120, -2.62493], [1.04462, -3.24649, -3.56888], [0.89806, -3.70434, -4.83768], [0.27282, -2.06751, -3.15696], [0.42087, -1.51590, -1.96195], [1.26303, -2.11770, -1.04641], [-0.15629, -0.22615, -0.44467], [1.05646, 3.84432, 4.45095], [3.41283, 3.90737, 0.90448], [-0.62593, 2.24440, -0.88259], [-1.58144, 2.90384, 0.34983], [-2.11812, 0.25342, -1.08306], [-3.01701, 1.75249, -1.33372], [-3.42633, -0.23006, 2.24140], [-2.32782, -0.93306, 1.05704], [-1.04344, 0.10736, 2.93714], [-1.92233, 1.64348, 2.60506], [2.96588, -3.06590, 1.65583], [2.43205, -4.72612, -2.85168], [-0.37039, -1.58118, -3.92481]], "forces_ev_per_angstrom": [[-0.111, 0.300, 1.160], [-0.070, 1.933, 0.494], [0.681, -0.813, -0.697], [-0.957, 0.194, 1.786], [0.771, -0.263, -0.143], [-0.094, -0.127, -0.262], [0.304, -0.004, -0.713], [-0.370, -0.123, -0.776], [-0.385, -1.689, 0.141], [0.264, 0.641, 0.180], [0.376, 0.218, -0.008], [0.102, 0.691, -0.323], [-0.028, -0.467, -0.152], [-0.102, 1.268, 1.337], [-0.271, -0.296, 0.384], [-0.899, -1.311, 0.003], [0.535, -0.287, 1.361], [0.141, 0.640, -0.098], [1.199, -0.287, -0.859], [-0.196, 0.818, -0.316], [-0.077, -0.734, 0.231], [-1.127, 2.380, 0.575], [0.459, -2.540, -2.378], [0.190, -0.101, -0.601], [0.298, -0.324, -0.524], [-0.624, 1.048, 1.375], [0.269, 0.128, 1.090], [1.097, -0.100, 0.183], [-0.104, -0.855, -0.904], [-0.365, -0.558, -1.080], [-0.019, -0.039, -0.386], [-0.424, -0.326, 0.136], [-0.218, -0.122, 0.068], [0.766, 0.006, -0.702], [-0.408, 0.556, 0.514], [0.173, -0.111, -0.320], [-0.180, -0.012, 0.246], [-0.433, 0.038, 0.171], [-0.152, 0.058, 0.050], [-0.164, 0.542, -0.785], [0.276, -0.208, 0.106], [-0.380, 0.215, -0.753], [-0.126, 0.348, 0.324], [0.385, -0.328, 0.863]]}

# 2
{"formula": "C18H14N4O", "method": "ωB97M-V with the def2-TZVPD basis set", "smiles": "Cc1nnc2ccc(Oc3ccc(-c4ccccc4)cc3)nn12", "gap_ha": 0.3159, "de_lowest_ev": 0.462, "elements": ["C", "C", "N", "N", "C", "C", "C", "C", "O", "C", "C", "C", "C", "C", "C", "C", "C", "C", "C", "C", "C", "N", "N", "H", "H", "H", "H", "H", "H", "H", "H", "H", "H", "H", "H", "H", "H"], "xyz": [[-1.51991, -3.72782, -1.38838], [-2.89481, -3.12092, -1.41378], [-3.89671, -3.83300, -1.87124], [-5.05177, -3.01625, -1.81455], [-4.64934, -1.85056, -1.28097], [-5.38421, -0.66439, -0.89176], [-4.66797, 0.45086, -0.44505], [-3.18847, 0.37666, -0.34579], [-2.47383, 1.52497, -0.06551], [-1.11947, 1.47840, 0.11406], [-0.63403, 1.55384, 1.42200], [0.74952, 1.50885, 1.68166], [1.65101, 1.38139, 0.63552], [3.12831, 1.28087, 0.86083], [4.05863, 1.90107, 0.02584], [5.43941, 1.81072, 0.28029], [5.90367, 1.04375, 1.38064], [4.98059, 0.44119, 2.24689], [3.60280, 0.57498, 1.99637], [1.15597, 1.38056, -0.68516], [-0.22268, 1.38471, -0.94860], [-2.56225, -0.75618, -0.64605], [-3.27517, -1.84062, -1.06576], [-1.22395, -4.05907, -2.39348], [-1.56068, -4.61706, -0.73694], [-0.78308, -3.00973, -1.02216], [-6.48244, -0.60608, -0.98842], [-5.17224, 1.36456, -0.15848], [-1.31505, 1.68470, 2.26771], [1.08126, 1.55611, 2.67449], [3.77988, 2.54123, -0.79175], [6.14200, 2.30491, -0.40265], [6.98330, 0.97085, 1.50766], [5.30171, -0.13718, 3.11089], [2.87703, 0.08482, 2.63751], [1.85681, 1.28522, -1.47880], [-0.61385, 1.35365, -2.00704]], "forces_ev_per_angstrom": [[-0.057, 0.268, 0.277], [1.113, -0.568, -0.562], [-1.378, 2.246, 0.490], [1.466, 0.667, 1.019], [-0.742, -0.564, -0.503], [1.132, 1.432, 0.196], [0.282, -1.380, -0.316], [-0.449, -2.261, -1.397], [-2.051, -1.041, -0.346], [1.641, -0.471, 0.776], [0.470, 0.126, 0.128], [-1.380, -0.204, -1.523], [0.313, 0.260, -0.897], [0.037, -0.196, 0.977], [1.081, 0.053, 0.463], [-0.406, -0.864, 0.652], [-0.434, 0.678, -0.801], [-0.468, 0.329, -0.490], [0.510, 0.214, -0.819], [-1.079, -0.319, 0.980], [-0.012, 0.291, -0.949], [0.466, 1.389, 0.544], [-1.436, 0.102, 0.192], [-0.186, 0.158, 0.294], [0.195, 0.421, -0.226], [-0.036, -0.170, 0.055], [0.827, -0.233, 0.047], [0.054, -0.057, -0.030], [0.069, -0.149, -0.428], [0.439, 0.120, 1.239], [-0.454, -0.013, -0.243], [-0.282, -0.233, 0.427], [-0.305, -0.141, 0.254], [0.050, 0.136, -0.211], [0.149, 0.036, 0.010], [0.337, -0.022, -0.635], [0.524, -0.037, 1.357]]}